Record 1
Density functional theory data (ωB97M-V/def2-TZVPD) for an isolated molecule of C4H2O2.

Results
E_tot ... -303.97360 Ha
Net charge ... 0
Orbital gap ... 0.351 hartree
Molecular weight ... 82.1 g/mol
ΔE to the lowest compared entry with this formula, charge and spin ... 22.7 kcal per mole
SMILES string ... C#CC(=O)C=O
Spin multiplicity ... 1
E_LUMO ... -0.4 eV

Structure (XYZ):
```
8
Properties=species:S:1:pos:R:3:forces:R:3
O 0.0859 1.3463 -1.4933 0.141 -0.839 0.024
C 0.2655 0.2375 -1.0618 0.366 0.699 -0.584
C 1.1079 -0.0141 0.2042 0.322 -0.170 0.051
O 2.2989 -0.0414 0.3337 -0.785 0.075 0.026
C -0.0143 -0.2291 1.1242 -0.825 -0.017 -0.036
C -1.2298 -0.2816 1.1124 0.693 -0.023 0.579
H -0.2369 -0.6936 -1.4143 0.071 0.365 -0.204
H -2.2938 -0.2999 1.1756 0.018 -0.089 0.144
```
Positions in Å, forces in eV/Å.

Record 2
Density functional theory data (ωB97M-V/def2-TZVPD) for a structure of composition C26H30N4OSSeV at a distorted geometry.

Results
E_tot ... -5046.74046 Ha
Expectation value of S² ... 2.0234
Net charge ... -1
Orbital gap (alpha / beta) ... 0.204 / 0.190 hartree
Molecular weight ... 576.5 g/mol
ΔE to the lowest compared entry with this formula, charge and spin ... 25.5 kcal per mole
Spin multiplicity ... 3
E_LUMO (alpha / beta) ... 2.3 / 1.9 eV

Structure (XYZ):
```
64
Properties=species:S:1:pos:R:3:forces:R:3
V -1.3427 -0.7949 0.5895 -1.594 0.724 -1.384
N 1.2600 -2.1922 -2.3256 -0.378 -0.092 -0.279
C 0.6246 -1.9150 -1.1695 0.299 -0.284 0.104
S -1.0527 -2.5011 -0.9849 0.482 0.112 -0.033
N 1.3332 -1.3272 -0.2287 -0.436 -0.090 0.340
N 0.5346 -1.0627 0.8719 1.025 -0.207 0.032
C 1.0281 -1.0338 2.0514 -0.027 0.170 0.325
C 0.2584 -0.7001 3.2620 0.503 -0.006 -0.226
C 1.0226 -0.4795 4.4159 -0.074 0.058 0.096
C 0.4508 -0.1082 5.6152 0.024 -0.024 -0.090
C -0.9333 0.0432 5.6786 -0.059 0.004 0.005
C -1.7186 -0.1870 4.5684 0.154 0.016 0.134
C -1.1494 -0.5681 3.3485 -0.243 -0.163 -0.384
O -1.9707 -0.8154 2.3260 0.450 -0.039 0.819
H 0.6582 -2.3684 -3.1235 0.140 0.030 0.176
H 2.0198 -1.5544 -2.5506 -0.063 0.138 0.018
H 2.0961 -1.2309 2.1568 -0.092 0.002 0.046
H 2.0972 -0.5950 4.3443 0.034 0.003 0.007
H 1.0677 0.0645 6.4856 0.008 0.005 0.027
H -1.4022 0.3398 6.6078 -0.014 0.009 0.039
H -2.7934 -0.0834 4.6026 -0.053 0.005 0.011
C -1.2041 2.6690 1.8411 0.021 0.043 -0.056
N -0.3012 1.9411 0.9580 -0.077 -0.108 -0.052
C 1.0786 2.2714 1.2806 0.037 -0.078 -0.035
C -0.5356 2.3040 -0.4470 0.052 0.009 -0.054
C -1.9054 1.8876 -0.8978 0.145 -0.100 0.094
C -2.7313 2.7516 -1.6011 0.049 -0.032 -0.018
C -3.9871 2.3359 -2.0211 -0.029 -0.017 -0.033
C -4.4135 1.0491 -1.7369 0.021 0.022 -0.011
C -3.5721 0.1886 -1.0416 0.036 -0.191 0.042
C -2.3049 0.5800 -0.6011 -0.298 0.136 -0.025
H -1.0732 3.7591 1.7318 -0.021 -0.005 0.011
H -1.0019 2.3997 2.8776 0.014 -0.041 0.043
H -2.2400 2.4213 1.6101 0.026 -0.015 -0.003
H 1.2989 2.0267 2.3180 -0.017 -0.074 0.112
H 1.2725 3.3469 1.1339 0.008 -0.025 0.015
H 1.7514 1.7148 0.6279 0.010 -0.041 -0.003
H 0.2023 1.7822 -1.0693 0.006 0.060 0.050
H -0.3735 3.3878 -0.5852 -0.082 -0.053 -0.032
H -2.3839 3.7504 -1.8360 0.010 0.054 0.008
H -4.6237 3.0108 -2.5785 -0.022 0.029 -0.014
H -5.3858 0.7085 -2.0691 -0.038 -0.006 -0.015
H -3.9195 -0.8298 -0.8673 0.018 0.043 0.010
C -0.1060 -3.0403 -8.2034 -0.008 -0.056 -0.054
C 0.3002 -2.0868 -7.1147 -0.008 0.051 0.041
C 1.6292 -1.7731 -6.8835 -0.017 -0.033 -0.014
C 2.0184 -0.8759 -5.8942 0.249 0.035 0.026
C 3.4817 -0.5970 -5.7101 0.031 0.023 0.037
C 1.0646 -0.2428 -5.0815 -0.175 -0.102 0.063
Se 1.5903 0.9431 -3.6859 0.063 0.087 0.060
C -0.2919 -0.5557 -5.3188 -0.057 0.105 0.131
C -1.3854 0.0714 -4.5042 -0.005 0.085 0.026
C -0.6442 -1.4602 -6.3114 0.061 -0.015 -0.072
H 0.7570 -3.5833 -8.5890 0.040 -0.021 -0.009
H -0.5681 -2.5220 -9.0470 -0.016 0.045 -0.017
H -0.8281 -3.7756 -7.8459 -0.039 -0.032 0.035
H 2.3976 -2.2426 -7.4885 0.051 -0.038 -0.051
H 4.0709 -1.1815 -6.4151 0.095 -0.045 -0.069
H 3.8055 -0.8229 -4.6920 -0.022 -0.033 0.009
H 3.6986 0.4641 -5.8452 -0.028 0.031 -0.019
H -1.4606 -0.3829 -3.5150 0.029 -0.041 0.135
H -2.3460 -0.0447 -5.0050 -0.105 -0.017 -0.013
H -1.1864 1.1283 -4.3281 0.007 0.022 -0.040
H -1.6962 -1.6746 -6.4626 -0.102 -0.031 -0.023
```
Positions in Å, forces in eV/Å.

Record 3
Density functional theory data (ωB97M-V/def2-TZVPD) for a structure of composition C40H54AsBCdF4N4O2PS.

Results
E_tot ... -5493.59873 Ha
Net charge ... +1
Orbital gap ... 0.347 hartree
Molecular weight ... 960.1 g/mol
ΔE to the lowest compared entry with this formula, charge and spin ... 0.0 kcal per mole
Spin multiplicity ... 1
E_LUMO ... -1.6 eV

Structure (XYZ):
```
109
Properties=species:S:1:pos:R:3:forces:R:3
Cd -0.0752 -0.4135 0.2757 -0.118 0.325 0.359
N 1.9814 -2.7737 1.1202 -0.012 -0.017 0.237
P 0.6051 -2.2139 2.0078 0.331 -0.360 -0.079
C -0.2447 -3.7822 2.3765 -0.053 0.088 0.055
C -0.6562 -4.0816 3.6735 0.034 0.012 0.021
C -1.2849 -5.2873 3.9459 -0.088 0.011 -0.007
C -1.5300 -6.1907 2.9205 0.002 0.016 0.020
C -1.1405 -5.8877 1.6237 0.027 0.020 0.006
C -0.4952 -4.6902 1.3517 -0.061 0.007 -0.064
C 1.3442 -1.8066 3.6148 -0.045 0.012 0.005
C 0.9040 -0.6697 4.2824 -0.041 -0.028 0.032
C 1.4629 -0.3098 5.5019 -0.007 -0.027 0.006
C 2.4640 -1.0905 6.0593 -0.009 0.010 0.007
C 2.8899 -2.2433 5.4102 0.004 0.005 -0.001
C 2.3250 -2.6062 4.1988 0.020 0.059 -0.027
C 2.0541 -2.7183 -0.2598 -0.024 0.043 -0.116
C 2.9274 -3.5780 -0.9407 0.002 0.001 0.055
C 2.9476 -3.5603 -2.3134 0.006 -0.002 -0.044
C 2.0901 -2.7043 -3.0016 0.004 -0.016 0.013
C 1.2796 -1.8796 -2.2613 0.067 0.025 0.013
N 1.2824 -1.8491 -0.9191 0.171 -0.142 -0.070
H 2.5588 -3.5023 1.5181 -0.062 0.014 -0.046
H -0.4668 -3.3798 4.4770 -0.022 -0.029 -0.004
H -1.5856 -5.5209 4.9593 0.005 0.001 -0.004
H -2.0232 -7.1298 3.1327 -0.008 -0.012 0.001
H -1.3401 -6.5828 0.8197 0.001 -0.015 -0.015
H -0.2181 -4.4536 0.3324 0.025 -0.016 0.010
H 0.0981 -0.0946 3.8493 -0.044 0.045 -0.043
H 1.1136 0.5750 6.0186 0.001 0.004 0.000
H 2.9035 -0.8122 7.0076 0.012 0.006 0.007
H 3.6568 -2.8632 5.8543 0.009 -0.011 0.011
H 2.6449 -3.5254 3.7229 0.021 -0.008 -0.006
H 3.5534 -4.2580 -0.3781 0.007 -0.006 0.003
H 3.6105 -4.2246 -2.8513 0.009 -0.010 -0.008
H 2.0472 -2.6897 -4.0800 -0.003 0.009 -0.013
H 0.5868 -1.1992 -2.7294 -0.047 0.017 -0.013
C -1.6040 2.3077 0.0745 0.045 0.071 0.009
N -0.4895 1.8180 0.9159 0.026 0.040 -0.193
C -0.8768 2.0168 2.3192 -0.077 -0.006 0.047
C 0.7133 2.6224 0.6183 0.013 -0.057 0.043
C 1.9691 2.1124 1.3044 0.002 0.026 -0.028
N 2.4336 0.8187 0.8029 -0.035 -0.037 -0.022
C 3.3858 0.2529 1.7611 -0.010 0.026 0.059
C 3.1210 0.9777 -0.4787 -0.013 -0.035 0.038
H -1.7619 3.3773 0.2599 -0.016 -0.004 0.009
H -2.5101 1.7638 0.3282 0.012 0.007 0.000
H -1.3790 2.1439 -0.9755 -0.009 -0.009 0.028
H -1.2436 3.0408 2.4581 0.023 0.003 0.012
H -0.0285 1.8631 2.9798 -0.053 -0.045 0.023
H -1.6500 1.3001 2.5815 0.015 0.019 0.002
H 0.5346 3.6597 0.9311 0.003 0.007 -0.021
H 0.8392 2.6151 -0.4629 0.010 -0.003 -0.024
H 1.7939 2.0048 2.3756 0.039 0.030 -0.019
H 2.7569 2.8738 1.1938 -0.003 -0.010 0.003
H 4.2397 0.9284 1.9125 0.019 -0.001 -0.004
H 3.7605 -0.6983 1.3894 -0.012 -0.036 -0.005
H 2.9013 0.0825 2.7216 0.046 0.032 -0.045
H 3.9444 1.7026 -0.4002 -0.001 -0.017 -0.004
H 2.4250 1.3059 -1.2416 -0.113 0.076 -0.151
H 3.5330 0.0193 -0.7913 -0.022 -0.032 -0.025
C -3.5253 -0.8296 4.6840 0.011 -0.008 0.026
As -3.3571 -1.1291 2.7906 0.048 -0.135 0.020
C -4.4289 0.2270 1.9574 -0.044 -0.003 0.011
C -4.2067 -2.8145 2.4651 -0.106 -0.037 0.002
O -1.7502 -1.0077 2.3629 -0.071 0.117 -0.081
H -4.5766 -0.8041 4.9682 -0.003 0.003 0.012
H -3.0531 0.1177 4.9398 -0.001 0.002 -0.005
H -3.0246 -1.6363 5.2178 0.005 0.003 -0.015
H -5.4753 -0.0730 1.9969 -0.011 0.033 0.008
H -4.1185 0.3141 0.9198 -0.001 -0.025 -0.041
H -4.2977 1.1701 2.4871 0.008 0.005 -0.054
H -5.0961 -2.8579 3.0928 -0.005 -0.051 0.052
H -3.5253 -3.6201 2.7249 0.091 -0.056 0.058
H -4.4724 -2.8811 1.4133 0.004 -0.054 0.260
F -1.3965 -2.5427 -0.5378 -0.019 -0.132 -0.014
B -2.5204 -1.8088 -0.9604 0.000 0.069 -0.086
F -3.6069 -2.0636 -0.1364 0.038 0.201 -0.300
F -2.7955 -2.0054 -2.2874 0.000 -0.023 -0.105
F -2.1304 -0.4127 -0.7766 -0.035 0.083 0.084
O 0.0596 1.0066 -2.2080 0.087 0.058 -0.046
S 0.6297 1.3508 -3.5633 -0.048 -0.082 0.146
C -0.7612 1.3739 -4.7414 0.059 -0.122 -0.007
C -1.9485 2.1439 -4.2655 0.004 0.020 -0.002
C -2.1966 3.4307 -4.7373 -0.032 0.007 0.004
C -3.2824 4.1540 -4.2670 -0.003 -0.015 0.003
C -4.1297 3.5926 -3.3218 0.006 -0.007 0.006
C -3.8931 2.3053 -2.8582 -0.001 0.040 -0.019
C -2.8077 1.5817 -3.3263 -0.057 0.024 -0.041
C 0.9748 3.1255 -3.5221 -0.016 0.071 0.057
C 2.1263 3.5509 -4.3974 -0.091 0.059 -0.047
C 3.2203 2.7340 -4.6601 0.048 -0.048 0.059
C 4.2723 3.1990 -5.4365 0.003 0.028 -0.026
C 4.2442 4.4838 -5.9569 -0.024 -0.023 0.017
C 3.1553 5.3042 -5.6989 0.010 -0.003 -0.004
C 2.1032 4.8380 -4.9272 -0.012 -0.015 -0.092
H -0.9872 0.3167 -4.8910 -0.030 0.023 -0.028
H -0.3297 1.7742 -5.6616 -0.015 -0.014 -0.035
H -1.5489 3.8615 -5.4932 0.003 0.003 -0.014
H -3.4744 5.1474 -4.6491 -0.004 0.019 0.001
H -4.9831 4.1516 -2.9620 -0.012 0.007 0.005
H -4.5640 1.8516 -2.1407 -0.019 0.001 0.022
H -2.6390 0.5765 -2.9716 0.048 -0.112 0.043
H 1.1697 3.3288 -2.4671 0.076 -0.046 -0.005
H 0.0586 3.6557 -3.7896 0.076 0.016 0.135
H 3.2603 1.7267 -4.2629 0.002 0.022 0.002
H 5.1150 2.5517 -5.6371 0.021 -0.011 -0.002
H 5.0630 4.8430 -6.5644 0.022 0.005 -0.011
H 3.1215 6.3063 -6.1040 0.003 0.018 -0.005
H 1.2507 5.4793 -4.7373 -0.013 0.011 0.016
```
Positions in Å, forces in eV/Å.

- The lowest net charge belongs to which entry?
  C26H30N4OSSeV